Entry 1:
Here is 2 unconnected molecules or ions with the total composition C24H51N3O3 in a non-equilibrium geometry from OMol25. Energies are from the ωB97M-V functional and the def2-TZVPD basis.

Geometry as XYZ:
```
81
Properties=species:S:1:pos:R:3:lowdin_charge:R:1
C 2.98873 -2.03501 -1.79515 -0.12
O 1.75979 -1.76812 -2.45810 -0.18
C 0.99970 -0.85289 -1.68192 -0.25
C -0.53069 -0.89012 -2.04233 -0.13
C -1.18985 0.18079 -1.08398 -0.14
C -2.73161 -0.07220 -0.84143 -0.37
N -3.36315 0.92580 0.06300 0.09
C -2.94944 2.13957 -0.02723 -0.35
C -3.26020 3.15920 -1.15641 -0.04
C -1.99273 2.66986 1.10517 -0.05
C -3.43704 0.03267 -2.26921 -0.05
C -4.15698 -1.25563 -2.81074 -0.45
C -5.35915 -0.73126 -3.71382 -0.04
C -3.22944 -2.04322 -3.79401 -0.04
N -4.77690 -2.05534 -1.74574 -0.13
O -5.84490 -1.51894 -1.26616 0.00
C -3.85834 -2.52298 -0.69559 -0.42
C -3.08150 -3.85957 -1.08767 -0.03
C -4.78121 -2.97194 0.52070 -0.05
C -2.84510 -1.46704 -0.11560 -0.05
H 3.46719 -2.94641 -2.21347 0.10
H 3.67438 -1.15929 -1.84605 0.08
H 2.82900 -2.25934 -0.70759 0.08
H 1.42735 0.17662 -1.76325 0.13
H 1.04904 -1.18144 -0.60756 0.11
H -0.69160 -0.59560 -3.09734 0.12
H -0.86190 -1.92270 -1.83284 0.09
H -0.99786 1.15081 -1.61152 0.12
H -0.68381 0.21055 -0.09060 0.10
H -2.62166 2.97172 -2.05480 0.08
H -4.31071 3.03201 -1.48858 0.08
H -3.14128 4.21925 -0.83703 0.08
H -1.69319 1.83094 1.77395 0.07
H -1.04831 3.05939 0.65542 0.07
H -2.48106 3.43084 1.75124 0.08
H -2.69649 0.42222 -3.00663 0.12
H -4.22255 0.81714 -2.19301 0.10
H -4.91761 -0.43479 -4.68717 0.08
H -5.99061 -1.62666 -3.91588 0.09
H -5.93443 0.06728 -3.21565 0.08
H -2.89667 -1.32953 -4.58098 0.09
H -3.84872 -2.80049 -4.33524 0.10
H -2.36437 -2.54479 -3.32454 0.06
H -2.00205 -3.68892 -1.28018 0.06
H -3.19095 -4.64931 -0.32332 0.08
H -3.51524 -4.18991 -2.06319 0.08
H -5.11121 -2.09547 1.10976 0.08
H -4.16053 -3.60754 1.19785 0.08
H -5.62445 -3.60657 0.17584 0.09
H -3.14804 -1.25442 0.93620 0.11
H -1.85926 -1.98156 -0.01116 0.11
C 1.63279 1.18971 1.76417 -0.05
C 2.75137 1.96076 2.43876 -0.15
N 3.67138 1.13012 3.31773 -0.25
C 2.85292 0.64796 4.50602 0.02
C 4.74996 2.01303 3.93642 -0.15
C 5.75924 2.63555 2.99022 -0.05
C 4.21475 -0.13715 2.66279 -0.06
C 4.99871 0.00735 1.36098 -0.18
O 4.18846 0.51301 0.32084 -0.22
C 4.80756 1.49827 -0.50007 -0.07
H 0.95742 0.72309 2.48321 0.08
H 1.03560 1.88243 1.16988 0.08
H 1.99180 0.41717 1.08759 0.06
H 2.32343 2.72956 3.08562 0.14
H 3.36405 2.46906 1.70015 0.10
H 2.42755 1.51560 5.00414 0.12
H 3.51719 0.11039 5.17986 0.11
H 2.07118 -0.01723 4.15185 0.10
H 5.26745 1.40540 4.67959 0.14
H 4.21488 2.80683 4.46029 0.13
H 6.56251 1.94300 2.74709 0.08
H 6.24446 3.47322 3.49458 0.10
H 5.32485 3.02546 2.07153 0.07
H 3.35078 -0.77457 2.48520 0.13
H 4.84907 -0.61352 3.41190 0.15
H 5.31293 -1.00243 1.06987 0.14
H 5.91691 0.57580 1.48398 0.10
H 5.89674 1.49047 -0.42974 0.10
H 4.43444 2.48710 -0.21595 0.08
H 4.51724 1.31693 -1.53486 0.09
```

Summary:
Relative energy (zero: lowest compared OMol25 entry of this formula, charge and spin) in kcal per mole: 79.6
Spin multiplicity: 2
DFT total energy in eV: -36315.332
LUMO (spin up / spin down) in eV: -2.50 / -2.50
Maximum force in Eh/bohr: 0.0668
Net charge: +1
Kohn-Sham gap (spin up / spin down) in eV: 6.918 / 6.916

Entry 2:
Here is 17 unconnected molecules or ions with the total composition C30H68BCl32N3O10P3S in a non-equilibrium geometry from OMol25. Energies are from the ωB97M-V functional and the def2-TZVPD basis.

Geometry as XYZ:
```
148
Properties=species:S:1:pos:R:3:lowdin_charge:R:1
C -3.94666 3.79607 -4.31599 -0.20
C -2.64490 2.84634 -4.17773 -0.26
N -2.30397 2.60212 -2.73453 -0.01
C -1.33024 1.45761 -2.70062 -0.33
O -0.05647 1.71056 -3.32518 -0.26
P 1.31288 1.22716 -2.35129 0.59
C 2.69548 1.97855 -3.47035 -0.22
C 2.23192 3.10098 -4.47825 -0.25
O 3.09053 3.96330 -4.81544 -0.07
C 2.74694 0.33170 -1.38861 -0.26
C 2.88036 0.66977 0.15575 -0.29
C 4.03857 1.74843 0.50908 -0.53
S 3.33805 2.99420 1.71569 0.59
C 1.31176 -0.41485 -3.36209 -0.26
C 0.49858 -0.51837 -4.71893 -0.19
C 1.08741 0.31613 -5.95193 -0.21
O 0.71822 -0.29265 -7.24304 -0.22
C 0.43185 0.85076 -8.09498 -0.15
C 1.28585 2.81651 -1.29201 -0.26
P 0.36086 4.32923 -1.69827 0.65
O -0.84747 4.45498 -0.73495 -0.36
O -0.18688 4.68576 -3.22843 -0.18
O 1.36881 5.66814 -1.24020 -0.24
O 0.29143 0.36850 -1.21344 -0.33
C -1.12570 0.68534 -1.28141 -0.29
B -1.76479 1.31935 0.07700 -0.54
N -1.04310 1.08422 1.36492 0.17
O -3.01339 2.03061 0.15651 0.05
P -2.11770 -0.95152 -1.41938 0.71
N -3.69036 -0.69734 -1.61451 -0.17
O -1.95293 -1.75517 0.08412 -0.29
O -1.62365 -1.91006 -2.72142 -0.22
H -4.14823 3.84025 -5.43972 0.07
H -3.79964 4.80585 -3.84511 0.01
H -4.80783 3.19900 -3.85575 -0.04
H -1.78418 3.28563 -4.76317 0.10
H -2.93759 1.87490 -4.71919 0.11
H -3.21031 2.29414 -2.33940 0.09
H -1.95157 0.67002 -3.27082 0.11
H 3.54084 2.46010 -2.86260 0.08
H 3.22717 1.18422 -4.10113 0.10
H 1.22245 3.19694 -4.97683 0.10
H 3.76966 0.52693 -1.86773 0.06
H 2.64236 -0.80672 -1.43863 0.09
H 1.91593 0.88140 0.71004 0.06
H 3.27736 -0.28478 0.66418 0.09
H 4.32914 2.35235 -0.42093 0.06
H 4.96195 1.22539 0.90576 0.01
H 2.82444 3.99507 0.89363 -0.18
H 2.36716 -0.79050 -3.62202 0.09
H 0.85229 -1.20680 -2.67362 0.08
H 0.65028 -1.61053 -5.06490 0.11
H -0.63313 -0.44384 -4.63561 0.09
H 2.21113 0.44193 -5.90940 0.12
H 0.52562 1.31413 -5.93179 0.09
H 0.39967 0.57696 -9.19238 0.08
H -0.56047 1.34683 -7.83071 0.09
H 1.22912 1.66382 -7.97858 0.09
H 2.38309 3.10826 -1.12878 0.05
H 0.91847 2.50845 -0.25309 0.07
H -0.38563 5.64705 -3.24182 0.07
H 1.46292 6.27264 -2.00332 0.07
H -1.52951 1.66349 2.07296 0.08
H -0.09475 1.47686 1.33020 0.05
H -2.83869 2.96835 0.36225 0.10
H -3.86546 0.31144 -1.67737 -0.05
H -1.07639 -2.20830 0.12601 -0.02
H -2.40904 -2.04913 -3.29334 0.02
C -1.64401 -5.20986 1.26319 -1.05
Cl -1.22657 -6.92741 1.33137 0.52
Cl -0.22462 -4.21994 0.88379 0.61
H -2.39491 -5.05812 0.49137 -0.07
H -2.04199 -4.90303 2.23099 -0.10
C 4.55943 5.67943 -0.48089 -1.06
Cl 4.76185 5.60407 -2.23497 0.54
Cl 5.75104 6.75863 0.25792 0.50
H 3.56104 6.04822 -0.25631 -0.03
H 4.68437 4.68063 -0.06890 -0.02
C -4.20990 7.56362 -5.18028 -0.99
Cl -5.49928 6.36631 -4.99768 0.55
Cl -2.63525 6.79294 -5.41570 0.54
H -4.42812 8.18633 -6.04515 0.02
H -4.17060 8.17861 -4.28367 0.03
C 1.44694 -5.36841 3.83125 -1.05
Cl 3.13183 -5.73570 3.44051 0.50
Cl 1.33457 -4.03108 4.98292 0.53
H 0.92473 -5.09297 2.91678 -0.06
H 0.98591 -6.25018 4.26877 -0.03
C 6.13723 -1.53131 3.05257 -0.99
Cl 5.37139 0.04876 3.23618 0.53
Cl 6.07410 -2.08382 1.37323 0.54
H 7.17865 -1.45718 3.35988 0.02
H 5.61692 -2.25098 3.68146 0.03
C -1.80507 -1.98894 5.17940 -1.04
Cl -2.30686 -0.43056 5.84907 0.50
Cl -2.01842 -2.03251 3.42697 0.54
H -0.75492 -2.15076 5.41072 -0.02
H -2.40747 -2.77640 5.62836 0.02
C -7.51289 1.42195 -4.60914 -1.00
Cl -7.83901 2.98883 -5.36361 0.50
Cl -6.17307 1.52839 -3.46388 0.59
H -8.40329 1.09298 -4.08014 -0.04
H -7.25712 0.70306 -5.38469 0.03
C 6.42495 2.72571 5.96763 -1.01
Cl 5.34441 3.01350 4.59853 0.49
Cl 7.55906 1.41098 5.63247 0.46
H 6.98934 3.63399 6.16811 0.03
H 5.82775 2.46215 6.83860 0.02
C -3.15735 -7.04455 4.74330 -1.04
Cl -1.44227 -7.26403 5.10990 0.52
Cl -3.43229 -5.55716 3.82595 0.59
H -3.50431 -7.89187 4.15551 0.00
H -3.71271 -6.99090 5.67544 -0.05
C -3.42023 -10.91189 6.17283 -0.99
Cl -3.91844 -9.34912 6.83016 0.53
Cl -3.63370 -10.96763 4.41872 0.52
H -2.36980 -11.07345 6.40608 0.03
H -4.02400 -11.69450 6.62715 0.03
C 8.03585 -1.13578 8.76546 -1.02
Cl 7.25528 0.44069 8.93703 0.50
Cl 7.98038 -1.70077 7.09180 0.49
H 9.07529 -1.05036 9.07483 0.03
H 7.52039 -1.85526 9.39789 0.03
C -5.00519 -4.20578 -1.82421 -0.99
Cl -3.94317 -4.19671 -3.23707 0.56
Cl -4.12048 -3.80870 -0.34473 0.60
H -5.79289 -3.47185 -1.97188 -0.05
H -5.43993 -5.19769 -1.71945 0.03
C -7.98193 -0.22854 -0.39574 -1.00
Cl -9.07324 0.14001 -1.73642 0.52
Cl -6.91700 -1.57751 -0.79099 0.55
H -7.37278 0.64904 -0.18807 0.03
H -8.57163 -0.48511 0.48168 0.03
C -3.21541 -7.00754 10.00072 -1.01
Cl -2.39361 -8.54650 9.71802 0.49
Cl -3.41335 -6.09921 8.49662 0.52
H -4.19730 -7.20479 10.42555 0.03
H -2.62483 -6.41450 10.69556 0.03
C 7.47439 -1.34806 -1.81127 -1.05
Cl 6.70729 0.23209 -1.62431 0.53
Cl 7.41402 -1.89650 -3.49122 0.50
H 8.51466 -1.27423 -1.50141 0.03
H 6.95368 -2.06915 -1.18622 -0.03
C 1.22921 6.85794 1.48322 -1.02
Cl 0.70193 8.35344 2.26904 0.50
Cl 2.20990 5.87053 2.57621 0.53
H 0.35210 6.28775 1.18242 0.02
H 1.82148 7.11002 0.60747 0.00
```

Summary:
DFT total energy in eV: -497256.212
LUMO in eV: 1.33
Maximum force in Eh/bohr: 0.1079
Net charge: -1
Kohn-Sham gap in eV: 6.678

Entry 3:
Here is 2 unconnected molecules or ions with the total composition C5H8O2 from OMol25. Energies are from the ωB97M-V functional and the def2-TZVPD basis.

Geometry as XYZ:
```
15
Properties=species:S:1:pos:R:3:lowdin_charge:R:1
O -1.54894 1.17147 1.01121 0.00
C -1.38134 0.00450 0.73305 -0.36
C -0.08084 -0.52632 0.19828 -0.27
C 0.93196 -0.43898 1.38054 -0.03
C 1.89834 0.23391 0.41158 -0.38
O 3.08087 0.42770 0.43295 0.11
C 0.80103 0.44261 -0.63058 -0.04
H -2.15009 -0.76343 0.95552 0.13
H -0.16047 -1.52831 -0.23698 0.14
H 0.56671 0.28983 2.11416 0.13
H 1.23975 -1.35615 1.88224 0.12
H 0.40040 1.46193 -0.59493 0.13
H 1.05162 0.17557 -1.66222 0.12
H -2.33059 0.58979 -0.88854 0.10
H -2.27165 -0.07491 -1.21358 0.10
```

Summary:
Relative energy (zero: lowest compared OMol25 entry of this formula, charge and spin) in kcal per mole: 63.0
DFT total energy in eV: -9407.102
LUMO in eV: 0.75
SMILES: O=CC1CC(=O)C1.[H][H]
Maximum force in Eh/bohr: 0.0173
Kohn-Sham gap in eV: 10.603

Entry 4:
Here is a molecular structure, C35H34BrGdN13OPS in a non-equilibrium geometry from OMol25. Energies are from the ωB97M-V functional and the def2-TZVPD basis.

Geometry as XYZ:
```
87
Properties=species:S:1:pos:R:3:lowdin_charge:R:1
Gd 0.40408 -1.16355 -0.28285 1.46
C -0.05273 3.77262 -3.24823 -0.04
N -0.26357 2.90662 -2.10508 -0.10
C -0.09681 3.35564 -0.74513 0.00
C -0.01197 2.22677 0.02019 -0.10
N -0.10385 1.09360 -0.76492 -0.10
C -0.30368 1.52434 -2.08375 -0.41
P -0.67715 0.51101 -3.54312 1.17
C -1.95527 -0.45626 -2.65972 -0.42
N -1.74203 -1.21773 -1.54762 -0.07
C -2.81739 -2.11470 -1.48845 -0.15
C -3.69517 -1.88240 -2.51381 0.00
N -3.08350 -0.89112 -3.33320 -0.09
C -3.65425 -0.32755 -4.60041 -0.01
C 0.57019 -0.80910 -3.60293 -0.43
N 1.00641 -1.49597 -2.53450 -0.10
C 1.76842 -2.57368 -3.02895 -0.09
C 1.82130 -2.50148 -4.39841 0.01
N 1.06972 -1.33096 -4.78740 -0.09
C 1.06290 -0.79359 -6.14176 -0.03
H -0.78816 4.58662 -3.23167 0.10
H 0.95352 4.30097 -3.21746 0.12
H -0.13590 3.27177 -4.21395 0.07
H 0.03932 4.38813 -0.37834 0.14
H 0.21103 2.09476 1.08143 0.13
H -2.97548 -2.77295 -0.65050 0.07
H -4.58107 -2.43671 -2.77621 0.13
H -4.23034 -1.09522 -5.16483 0.11
H -4.34439 0.51012 -4.40014 0.10
H -2.87565 0.09095 -5.23361 0.05
H 2.11965 -3.39089 -2.39325 0.11
H 2.19856 -3.21948 -5.09296 0.12
H 0.09278 -0.98023 -6.66333 0.10
H 1.19976 0.31161 -6.19433 0.10
H 1.80381 -1.33479 -6.72888 0.10
C 4.56434 -3.65750 0.43104 0.01
C 3.59033 -2.55202 0.16524 -0.22
N 2.27487 -2.73775 0.34555 -0.03
N 1.98215 -3.82022 1.13771 -0.01
C 0.73614 -4.41179 1.12224 -0.76
N 0.53360 -5.46778 1.97360 0.11
S -0.58700 -3.88959 0.18032 0.66
C 3.94548 -1.38617 -0.55062 -0.22
C 5.24483 -1.26488 -1.11880 0.02
C 5.65337 -0.04992 -1.65498 -0.02
C 4.74748 1.01506 -1.65412 -0.01
C 3.45504 0.76122 -1.17560 -0.12
N 3.03059 -0.39865 -0.73206 0.06
H 4.83515 -3.65477 1.48352 0.11
H 5.47778 -3.42679 -0.07966 0.06
H 4.20051 -4.65804 0.16918 0.11
H 2.62588 -4.07728 1.87254 0.15
H 1.28113 -5.80733 2.58578 0.13
H -0.40597 -5.84287 2.10661 0.12
H 5.97313 -2.07125 -1.20804 0.12
H 6.65076 0.00287 -2.10783 0.13
H 5.08950 2.03000 -1.82959 0.12
H 2.74207 1.58460 -1.15981 0.11
Br -2.94398 6.02822 1.09178 0.71
C -2.98659 5.27170 2.82945 -0.69
C -1.66934 5.13899 3.40986 -0.13
C -1.51978 4.28647 4.50207 -0.01
C -2.67480 3.60305 5.03127 -0.25
C -3.93039 4.09386 4.67927 -0.02
C -4.11123 4.85596 3.51053 -0.11
N -2.64096 2.29625 5.53121 0.06
N -1.47396 1.79630 5.63324 0.05
C -0.98902 0.72944 5.02236 -0.22
C 0.43384 0.52095 5.20202 0.00
C 1.16917 0.04259 4.16430 -0.02
C 0.49777 -0.38681 2.97105 -0.35
O 1.22761 -0.68096 1.91300 -0.27
C -0.95546 -0.52458 2.94912 -0.15
N -1.55774 -1.02480 1.80358 0.05
C -2.87801 -1.15824 1.88085 -0.14
C -3.68728 -0.73148 2.93484 -0.03
C -3.12568 -0.04209 4.01054 0.03
C -1.72053 0.01402 3.99821 -0.10
H -0.85679 5.67314 2.93182 0.08
H -0.57218 4.14337 4.99500 0.10
H -4.77261 3.73705 5.23940 0.11
H -5.13848 5.04489 3.11562 0.13
H 0.84933 0.97783 6.10989 0.12
H 2.26010 -0.08075 4.24298 0.12
H -3.34094 -1.51389 0.97522 0.08
H -4.75412 -0.81568 2.80628 0.11
H -3.71222 0.32890 4.86107 0.13
```

Summary:
Spin multiplicity: 8
DFT total energy in eV: -169253.179
LUMO (spin up / spin down) in eV: -6.11 / -5.99
Maximum force in Eh/bohr: 0.0930
Net charge: +2
Kohn-Sham gap (spin up / spin down) in eV: 4.374 / 4.006